{
  "formula": "C23H37GeNO2PS3SiTc",
  "method": "wB97M-V/def2-TZVPD",
  "spin_multiplicity": 2,
  "e_above_lowest_kj_mol": 0.0,
  "fmax_ev_per_a": 3.0,
  "gap_ev": [4.79, 6.85],
  "charge": -1,
  "energy_ev": -138425.1350,
  "mol_weight_g_mol": 685.4,
  "homo_ev": [-2.20, -4.26],
  "s2": 0.808,
  "symbols": ["Tc", "C", "C", "O", "P", "S", "S", "O", "C", "C", "H", "H", "H", "H", "H", "H", "H", "H", "H", "H", "C", "Si", "C", "C", "C", "C", "C", "C", "N", "C", "S", "H", "H", "H", "H", "H", "H", "H", "H", "H", "H", "H", "H", "C", "Ge", "C", "C", "C", "H", "H", "H", "H", "H", "H", "H", "H", "H", "H", "C", "C", "C", "C", "C", "C", "C", "H", "H", "H", "H", "H"],
  "xyz": [[-0.07896, -0.13089, -0.32872], [-2.80095, 6.32606, -0.98174], [-1.96015, 5.75761, 0.15470], [-1.27077, 4.55765, -0.39043], [-1.83739, 3.10427, -0.13187], [-0.32520, 2.06329, -1.05137], [-3.61617, 2.82162, -0.83137], [-1.61355, 2.95907, 1.40118], [-2.35780, 2.17715, 2.36737], [-2.38689, 3.00379, 3.62713], [-3.48339, 7.13118, -0.72411], [-3.44198, 5.51299, -1.42196], [-2.08260, 6.67300, -1.74398], [-2.61401, 5.43588, 0.98403], [-1.20006, 6.40962, 0.47743], [-1.82383, 1.22417, 2.46070], [-3.35232, 1.99926, 1.92515], [-1.44242, 2.99245, 4.16526], [-3.04439, 2.52100, 4.29413], [-2.78092, 3.99247, 3.48444], [4.29881, -3.48402, -0.21548], [3.77690, -3.78611, -1.95555], [2.60745, -5.14955, -2.26585], [5.35209, -3.92677, -3.00783], [2.88440, -2.19209, -2.54639], [3.33375, -1.44232, -3.62227], [2.88360, -0.11847, -3.85356], [1.81399, 0.33424, -3.14949], [1.30268, -0.39683, -2.11739], [1.81429, -1.64703, -1.79211], [1.03222, -2.36904, -0.47958], [3.49401, -3.31989, 0.53452], [4.93048, -2.55100, -0.25318], [4.96090, -4.25722, 0.14375], [2.93186, -6.10722, -1.77567], [2.36128, -5.26006, -3.34437], [1.60942, -4.89439, -1.84976], [5.84681, -4.86577, -2.79005], [5.99496, -3.17985, -2.62749], [5.14517, -3.86063, -4.08829], [4.18365, -1.81230, -4.25174], [3.37654, 0.47976, -4.59088], [1.24590, 1.21651, -3.24282], [-4.44467, -1.91264, 0.85877], [-3.19771, -1.66277, -0.57261], [-2.55716, -3.47219, -1.14111], [-4.04560, -0.82326, -2.19242], [-1.72974, -0.61045, 0.23392], [-5.34014, -2.49015, 0.70335], [-4.72408, -0.92670, 1.29400], [-3.92156, -2.44740, 1.65560], [-2.89078, -4.29099, -0.55163], [-1.43535, -3.36043, -1.28187], [-3.03103, -3.62832, -2.11121], [-3.39450, -1.01755, -3.05550], [-4.12200, 0.29645, -2.00838], [-4.99518, -1.32470, -2.46201], [-2.20860, -0.15985, 1.07327], [0.53148, 0.39986, 1.25278], [0.95343, 0.82995, 2.49096], [1.76560, 2.00871, 2.68407], [2.34694, 2.31718, 3.91163], [2.14546, 1.48172, 5.01605], [1.29039, 0.35905, 4.91245], [0.67187, 0.05079, 3.69067], [2.01680, 2.58660, 1.81586], [2.90276, 3.23042, 4.02818], [2.55262, 1.81839, 5.96237], [1.06628, -0.36589, 5.70823], [0.12703, -0.82744, 3.49009]],
  "forces_ev_per_a": [[2.310, -1.125, 1.494], [0.092, -0.753, -0.901], [-1.650, -2.180, -0.965], [-0.132, 1.971, 0.512], [0.969, -0.897, -1.522], [-0.387, 1.260, -0.716], [-0.629, -0.127, 0.406], [-0.141, -0.105, 1.391], [0.221, 0.492, -0.998], [0.364, -0.792, 0.021], [0.182, 0.247, 0.371], [0.791, 0.708, 0.443], [-0.515, -0.034, 0.043], [0.436, 0.194, -0.114], [0.912, 0.726, 0.503], [-0.147, 0.256, 0.284], [0.188, 0.039, 0.355], [0.334, 0.329, -0.365], [-1.090, -0.672, 0.979], [0.078, 0.537, -0.301], [0.325, 1.098, 0.787], [-0.297, 1.339, -1.045], [-1.265, -1.307, 0.185], [-1.338, -0.910, 0.031], [0.342, -0.384, -0.088], [1.023, 0.600, 0.175], [0.274, -1.024, -0.652], [-0.598, -1.664, 2.233], [0.649, -1.122, -0.487], [0.166, 1.983, -1.518], [-0.518, -0.252, 0.775], [0.493, -0.122, -0.696], [-0.620, -0.703, 0.122], [0.235, -0.439, 0.191], [-0.338, 0.625, -0.749], [0.621, -0.250, 0.505], [0.624, -0.047, 0.158], [0.064, -0.398, -0.104], [0.879, 1.144, -0.077], [0.290, 0.117, 0.444], [-0.862, 0.319, 0.653], [-0.050, 0.247, -0.459], [-0.003, 1.336, -0.579], [-0.270, 0.769, 1.530], [0.624, -0.544, -1.390], [0.879, 1.650, -1.142], [0.305, 0.512, 0.419], [-1.898, 0.162, -0.433], [-0.418, -0.096, -0.528], [0.030, -0.558, -0.297], [0.188, 0.064, 0.040], [0.179, -0.606, 0.920], [-1.353, -0.638, 0.292], [0.213, -0.027, -0.268], [0.104, 0.280, 0.245], [-0.165, -1.457, -0.433], [0.203, 0.495, 0.456], [-0.417, 0.209, 1.022], [-0.621, -0.743, -1.446], [0.653, 0.712, 1.798], [0.176, -0.606, 0.255], [-1.114, -0.876, -0.609], [-0.614, -0.058, 0.419], [-0.458, -0.353, -1.146], [1.605, 1.662, -0.595], [-0.098, 0.347, -0.283], [0.300, 0.142, -0.057], [0.033, -0.371, 0.106], [0.391, 0.709, 0.031], [-0.740, -1.040, 0.372]]
}

---

{
  "formula": "C2H4N2O2",
  "method": "wB97M-V/def2-TZVPD",
  "spin_multiplicity": 1,
  "e_above_lowest_kj_mol": 393.2,
  "fmax_ev_per_a": 3.0,
  "gap_ev": 11.11,
  "charge": 0,
  "energy_ev": -9211.1475,
  "mol_weight_g_mol": 88.1,
  "smiles": "[H]/N=C1\\NOCO1",
  "homo_ev": -10.30,
  "symbols": ["H", "N", "C", "N", "O", "C", "O", "H", "H", "H"],
  "xyz": [[2.72479, 0.67078, -0.17529], [2.08180, -0.12671, -0.09664], [0.85936, -0.07242, -0.28057], [0.00932, 1.12413, -0.29465], [-1.42559, 0.64830, -0.43497], [-1.19642, -0.64783, 0.08888], [0.06684, -1.11113, -0.50809], [0.09151, 1.45135, 0.65877], [-1.13687, -0.55390, 1.18660], [-2.07473, -1.38256, -0.14403]],
  "forces_ev_per_a": [[-1.162, -0.190, 0.290], [1.340, -0.469, -0.395], [-0.447, 1.897, -0.673], [-0.696, -0.376, -0.325], [2.900, -0.667, 0.483], [-1.975, -1.414, -0.729], [-1.915, -0.469, 1.326], [-0.382, 0.595, 0.309], [0.520, -0.315, -0.251], [1.817, 1.409, -0.035]]
}

---

{
  "formula": "C4H5N2OS3",
  "method": "wB97M-V/def2-TZVPD",
  "spin_multiplicity": 1,
  "e_above_lowest_kj_mol": 0.0,
  "fmax_ev_per_a": 4.1,
  "gap_ev": 6.03,
  "charge": -1,
  "energy_ev": -41762.2989,
  "mol_weight_g_mol": 193.3,
  "smiles": "[O-]C(=S)N1CC(S)(S)C=N1",
  "homo_ev": -3.49,
  "symbols": ["O", "C", "S", "N", "C", "C", "S", "S", "C", "N", "H", "H", "H", "H", "H"],
  "xyz": [[3.56430, -1.02883, 1.41210], [3.63089, -0.29834, 0.41908], [4.91408, 0.36648, -0.44428], [2.37415, 0.10133, -0.06829], [1.18337, -0.39315, 0.68354], [-0.08498, 0.20154, -0.20139], [-1.13404, 1.29461, 0.76182], [-1.19083, -1.15453, -1.02391], [0.71412, 0.96011, -1.25262], [1.96186, 0.79471, -1.15001], [1.01390, 0.14510, 1.70364], [1.03002, -1.51760, 0.59062], [-0.98775, 0.56543, 1.95039], [-2.28293, -0.40078, -1.18980], [0.45988, 1.55181, -2.15355]],
  "forces_ev_per_a": [[0.101, 0.160, -0.269], [0.505, 0.220, -0.202], [0.999, -0.050, -0.055], [-4.028, -0.690, 0.715], [-2.283, 0.589, -0.710], [0.839, -0.297, -0.530], [0.052, -0.440, 1.437], [1.015, 0.411, 0.547], [-0.223, -0.236, -0.421], [2.479, 0.336, 0.243], [0.886, -1.691, -1.547], [0.695, 1.379, 0.987], [-0.366, 0.759, -1.134], [0.070, 0.127, 0.086], [-0.740, -0.575, 0.853]]
}

---

{
  "formula": "C27H35BrF4N4O5Ta",
  "method": "wB97M-V/def2-TZVPD",
  "spin_multiplicity": 1,
  "e_above_lowest_kj_mol": 74.3,
  "fmax_ev_per_a": 1.9,
  "gap_ev": 6.17,
  "charge": 3,
  "energy_ev": -127206.2598,
  "mol_weight_g_mol": 832.4,
  "homo_ev": -16.29,
  "symbols": ["Ta", "C", "N", "C", "C", "O", "C", "O", "C", "C", "O", "N", "C", "C", "H", "H", "H", "H", "H", "H", "H", "H", "H", "H", "H", "H", "H", "H", "H", "H", "C", "C", "N", "C", "C", "C", "C", "N", "C", "C", "F", "C", "F", "C", "C", "F", "C", "F", "H", "H", "H", "H", "H", "H", "H", "H", "H", "H", "H", "H", "H", "H", "H", "Br", "C", "C", "C", "C", "C", "C", "C", "O", "O", "H", "H", "H", "H"],
  "xyz": [[0.40320, -0.04510, -0.21721], [1.81786, 1.11965, 5.00418], [1.88843, 0.44554, 3.70213], [2.87621, -0.63414, 3.56557], [1.12614, 0.76868, 2.71097], [1.27644, 0.22757, 1.54277], [-0.00975, 1.76821, 2.83491], [-1.01375, 1.38484, 1.91801], [-2.09899, 0.62624, 2.42970], [-2.16766, -0.69398, 1.66954], [-1.13158, -1.13043, 1.07898], [-3.29322, -1.35602, 1.65949], [-3.47624, -2.53354, 0.80889], [-4.45216, -0.97804, 2.47086], [2.79355, 1.05318, 5.47761], [1.56789, 2.17249, 4.90392], [1.09333, 0.62429, 5.65281], [3.82507, -0.24747, 3.19234], [3.03727, -1.08382, 4.54152], [2.50070, -1.39168, 2.88368], [-0.38734, 1.81799, 3.85500], [0.33855, 2.76162, 2.54198], [-1.97798, 0.43252, 3.49898], [-3.01753, 1.19438, 2.28228], [-2.64543, -2.62987, 0.11897], [-3.55426, -3.43757, 1.41187], [-4.40483, -2.40989, 0.25204], [-4.16484, -0.44349, 3.37193], [-5.15104, -0.36703, 1.89604], [-4.97008, -1.88697, 2.76760], [1.28383, 2.67734, -3.15290], [0.69186, 1.30047, -3.42176], [1.17986, 0.15353, -2.58733], [2.65846, -0.01918, -2.68890], [3.48016, 0.91894, -1.80138], [0.50704, -1.05830, -3.12798], [0.71356, -2.27304, -2.22205], [0.96418, -1.82395, -0.84285], [1.78125, -2.73111, -0.11840], [2.98874, -2.28005, 0.41596], [3.30144, -0.98033, 0.22532], [3.87989, -3.12604, 1.04326], [5.00633, -2.62445, 1.53533], [3.58900, -4.47218, 1.15542], [2.40251, -4.94756, 0.62717], [2.09629, -6.22412, 0.72302], [1.50990, -4.09315, -0.00671], [0.36495, -4.56201, -0.49427], [0.70399, 3.40446, -3.72078], [2.30997, 2.75641, -3.49764], [1.23899, 2.95391, -2.10339], [0.88534, 1.04056, -4.46620], [-0.39153, 1.34104, -3.30486], [2.94838, 0.09626, -3.73638], [2.87772, -1.04783, -2.40576], [2.92347, 1.21120, -0.90046], [3.78452, 1.82258, -2.31723], [4.38507, 0.40974, -1.47635], [0.88619, -1.29180, -4.12522], [-0.55318, -0.83530, -3.22132], [1.55215, -2.88076, -2.56212], [-0.17439, -2.90368, -2.26541], [4.28613, -5.14591, 1.63747], [-5.72951, 5.06616, -3.24496], [-4.38973, 3.96178, -2.55568], [-4.54153, 2.57143, -2.61825], [-3.55441, 1.75975, -2.11713], [-2.39760, 2.32501, -1.54552], [-2.25985, 3.72333, -1.48465], [-3.24794, 4.53421, -1.98670], [-1.34255, 1.48126, -1.09219], [-0.23575, 1.91049, -0.58604], [-1.38953, 0.17998, -1.17762], [-5.42870, 2.14701, -3.06690], [-3.65319, 0.68246, -2.15786], [-1.37111, 4.15323, -1.03994], [-3.14860, 5.61005, -1.94924]],
  "forces_ev_per_a": [[-1.055, -1.468, 0.474], [-0.093, 0.169, 0.414], [-0.013, -0.134, -0.464], [0.257, -0.214, -0.083], [-0.175, 0.322, 0.565], [0.269, -0.130, -0.861], [-0.091, -0.076, -0.211], [-0.095, -0.046, 0.068], [0.074, -0.038, -0.098], [-0.267, 0.078, 0.259], [1.314, 0.652, -0.968], [0.215, -0.018, -0.072], [-0.031, -0.219, -0.124], [-0.286, 0.140, 0.054], [0.043, -0.008, -0.086], [0.012, -0.026, -0.090], [0.016, -0.042, -0.068], [-0.049, 0.085, 0.022], [-0.058, 0.067, 0.041], [-0.024, 0.024, 0.007], [-0.008, 0.007, 0.000], [0.086, 0.002, 0.042], [-0.068, -0.066, 0.011], [0.020, 0.035, 0.021], [0.003, 0.021, 0.029], [0.034, 0.059, 0.075], [0.008, 0.023, 0.030], [0.047, -0.058, -0.001], [0.077, -0.021, -0.050], [0.056, -0.019, 0.032], [0.055, -0.204, 0.008], [0.025, 0.367, -0.013], [-0.457, 0.102, 0.948], [0.266, 0.047, 0.223], [-0.053, -0.146, -0.232], [-0.086, -0.192, -0.013], [-0.005, 0.193, -0.524], [-0.315, 0.497, -0.001], [0.432, -0.181, 0.561], [-0.181, 0.072, -0.285], [0.096, 0.010, 0.248], [-0.106, -0.114, 0.010], [-0.006, 0.034, -0.019], [0.076, -0.021, 0.033], [0.060, 0.153, -0.032], [-0.051, -0.080, -0.011], [-0.256, 0.202, 0.084], [-0.053, -0.068, -0.016], [-0.017, -0.010, -0.003], [0.036, 0.018, -0.041], [0.025, 0.055, 0.029], [-0.047, -0.104, 0.009], [0.003, -0.092, -0.063], [-0.079, -0.035, -0.021], [-0.022, 0.011, -0.054], [0.005, 0.080, 0.084], [-0.098, 0.112, 0.075], [-0.034, 0.045, 0.032], [0.022, 0.103, -0.021], [0.022, 0.053, -0.041], [0.066, 0.021, 0.109], [0.008, -0.028, 0.093], [-0.027, -0.014, 0.010], [0.190, -0.158, 0.097], [-0.095, 0.048, -0.061], [-0.089, 0.008, -0.039], [0.135, -0.096, 0.104], [-0.035, -0.030, -0.044], [0.162, -0.068, 0.098], [-0.036, 0.120, 0.000], [-0.550, 0.704, -0.475], [0.503, -0.382, -0.031], [0.376, -0.194, 0.327], [-0.007, 0.017, 0.007], [-0.050, 0.014, -0.069], [-0.016, 0.036, -0.048], [-0.011, -0.005, 0.001]]
}

---

{
  "formula": "C23H16ClNO3S",
  "method": "wB97M-V/def2-TZVPD",
  "spin_multiplicity": 1,
  "fmax_ev_per_a": 4.1,
  "gap_ev": 7.18,
  "charge": 0,
  "energy_ev": -55097.1375,
  "mol_weight_g_mol": 421.9,
  "homo_ev": -8.08,
  "symbols": ["N", "C", "C", "C", "C", "C", "S", "C", "Cl", "O", "O", "C", "C", "H", "H", "H", "H", "H", "C", "C", "C", "C", "C", "O", "C", "C", "C", "C", "C", "C", "C", "C", "C", "C", "H", "H", "H", "H", "H", "H", "H", "H", "H", "H", "H"],
  "xyz": [[-9.24808, 0.46181, 1.91881], [-8.10123, 0.49866, 1.68328], [-6.69647, 0.47695, 1.39888], [-6.03603, -0.74510, 1.36920], [-4.68461, -0.82414, 1.04667], [-3.95495, 0.33729, 0.77506], [-2.26996, 0.06351, 0.09330], [-0.93639, 0.25462, 1.32757], [-0.86692, 1.87272, 1.89453], [-2.18148, -1.35689, -0.22194], [-2.08410, 1.07767, -0.90623], [-4.60310, 1.58183, 0.80576], [-5.96823, 1.63889, 1.14495], [-6.56735, -1.65239, 1.60464], [-4.19651, -1.79030, 0.94821], [-1.48067, -0.30566, 2.14077], [-4.06715, 2.49140, 0.55020], [-6.47663, 2.59193, 1.23392], [5.15635, 3.18293, -2.84445], [4.48645, 3.58731, -1.68860], [3.70652, 2.67391, -0.96272], [3.53375, 1.32730, -1.41842], [2.67608, 0.36624, -0.74991], [2.81414, -0.89229, -1.24869], [2.24588, -1.95802, -0.55464], [1.44964, -1.72015, 0.60056], [1.20669, -2.81614, 1.46395], [1.69415, -4.08049, 1.17124], [2.42203, -4.30276, -0.01338], [2.74258, -3.23248, -0.85176], [1.08116, -0.36225, 0.95800], [1.75257, 0.64554, 0.25651], [4.27246, 0.94286, -2.56628], [5.05061, 1.85036, -3.28245], [5.74312, 3.87958, -3.41854], [4.55046, 4.62711, -1.36187], [3.20331, 2.98414, -0.04083], [0.67804, -2.63696, 2.40380], [1.50307, -4.91386, 1.84799], [2.74609, -5.32063, -0.27116], [3.37721, -3.39050, -1.73552], [0.95150, -0.21806, 2.08958], [1.62224, 1.69123, 0.51357], [4.19864, -0.09957, -2.91594], [5.55515, 1.51286, -4.18759]],
  "forces_ev_per_a": [[2.590, 0.146, -0.545], [-2.671, -0.019, 0.637], [0.722, -0.010, -0.036], [0.433, -0.348, -0.036], [0.044, 0.246, 0.048], [-0.272, -0.317, -0.225], [1.179, -0.464, -0.172], [-1.864, -1.812, -0.436], [0.397, 1.208, 0.268], [-0.434, 0.886, 0.104], [-0.266, 0.087, -0.332], [-0.223, -0.322, 0.223], [0.566, 0.204, -0.095], [-0.169, -0.107, -0.084], [-0.081, 0.180, 0.110], [1.407, -0.096, -0.345], [-0.047, -0.162, 0.077], [0.131, 0.002, -0.209], [-0.411, -0.884, 0.010], [-0.278, -0.437, 0.177], [-0.268, -0.756, -0.391], [1.431, 1.624, -0.754], [-2.237, -0.295, 1.354], [-0.349, -0.578, 0.458], [0.410, 0.567, 1.150], [0.210, -1.220, -0.589], [0.217, 0.249, -0.324], [-0.074, -0.038, -0.349], [-0.142, 0.286, -0.040], [-0.286, -0.331, -0.166], [-2.132, 0.036, 3.550], [2.073, 1.177, -2.179], [-0.439, -0.349, 0.088], [-0.182, 0.366, 0.531], [0.093, 0.185, -0.021], [0.029, -0.376, 0.004], [0.233, 0.009, -0.432], [0.040, -0.037, -0.376], [0.037, 0.264, -0.176], [-0.029, 0.593, 0.172], [-0.354, 0.224, 0.473], [0.946, -0.209, -1.737], [0.056, -0.238, 0.165], [0.021, 0.710, 0.180], [-0.056, 0.157, 0.270]]
}